1.
The ion C3H6NO3S with charge -1 at a distorted geometry, computed with the ωB97M-V functional and the def2-TZVPD basis.

Element x y z (Å)
C (0.480, 0.317, 0.456)
C (-0.220, 1.159, -0.715)
C (1.118, -0.796, -0.179)
N (-1.071, 0.266, -1.355)
O (-2.437, 0.511, 0.765)
O (-1.823, -1.955, 0.227)
O (2.278, -1.135, -0.076)
S (-2.290, -0.241, -0.496)
H (1.163, 0.898, 1.103)
H (-0.362, -0.231, 0.941)
H (-0.715, 2.008, -0.207)
H (0.553, 1.452, -1.336)
H (0.493, -1.370, -0.915)
H (-1.342, -1.696, 1.139)

Properties
**HOMO-LUMO gap**: 8.02 eV
**Charge**: -1
**Relative energy (zero: lowest compared OMol25 entry of this formula, charge and spin)**: 83.9 kcal per mole
**Spin multiplicity**: 1

Löwdin atomic charges, in units of e:
1. C -0.1693
2. C -0.3499
3. C -0.3494
4. N -0.3797
5. O -0.5558
6. O -0.4803
7. O -0.0053
8. S 0.7785
9. H 0.1218
10. H 0.0627
11. H 0.0959
12. H 0.0699
13. H 0.1181
14. H 0.0426

---

2.
A structure of composition C12H11NO2S3SeW, computed with the ωB97M-V functional and the def2-TZVPD basis.

Element x y z (Å)
W (1.883, -0.205, -0.310)
S (5.236, -1.903, 2.153)
C (4.025, -1.406, 1.236)
S (4.109, -0.741, -0.421)
S (2.262, -1.346, 1.624)
C (-2.432, 0.705, 2.524)
C (-1.720, 0.301, 1.267)
C (-1.139, -0.933, 1.141)
C (-0.434, -1.313, -0.029)
C (-0.136, -2.784, -0.235)
C (-0.373, -0.378, -1.094)
C (-1.030, 0.885, -0.996)
C (-0.983, 1.845, -2.149)
C (-1.654, 1.208, 0.180)
C (0.305, -0.832, -2.356)
O (-0.171, -0.863, -3.450)
O (1.588, -1.132, -2.042)
H (-2.473, -0.116, 3.238)
H (-3.451, 1.025, 2.304)
H (-1.920, 1.545, 2.997)
H (-1.223, -1.652, 1.946)
H (-0.471, -3.342, 0.636)
H (0.914, -3.028, -0.391)
H (-0.685, -3.138, -1.110)
H (0.049, 2.037, -2.454)
H (-1.442, 2.794, -1.880)
H (-1.498, 1.431, -3.015)
H (-2.122, 2.180, 0.281)
Se (1.469, 4.571, 0.235)
C (1.690, 2.883, 0.125)
N (1.829, 1.701, 0.043)

Properties
**HOMO-LUMO gap (alpha / beta)**: 6.61 / 6.61 eV
**Charge**: 0
**Relative energy (zero: lowest compared OMol25 entry of this formula, charge and spin)**: 11.4 kcal per mole
**Spin multiplicity**: 1

Löwdin atomic charges, in units of e:
1. W 1.0580
2. S 0.6344
3. C -1.6767
4. S 0.5233
5. S 0.5146
6. C -0.0367
7. C -0.2458
8. C -0.0329
9. C -0.3235
10. C -0.0506
11. C -0.2158
12. C -0.2277
13. C -0.0221
14. C 0.0070
15. C -0.5683
16. O 0.1530
17. O -0.2240
18. H 0.0794
19. H 0.0871
20. H 0.0894
21. H 0.1225
22. H 0.0878
23. H 0.0629
24. H 0.1046
25. H 0.0894
26. H 0.0835
27. H 0.0925
28. H 0.1274
29. Se 0.7491
30. C -0.8985
31. N -0.1433

---

E: -796.55197; -4332.23656 (Ha)